Entry 1:
{"formula": "C31H52BrN4P3Pb", "method": "ωB97M-V/def2-TZVPD", "symbols": ["N", "C", "C", "C", "C", "C", "C", "Pb", "P", "C", "C", "C", "C", "C", "C", "C", "Br", "H", "H", "H", "H", "H", "H", "H", "H", "H", "H", "P", "C", "C", "H", "H", "H", "H", "H", "C", "C", "H", "H", "H", "H", "H", "C", "C", "H", "H", "H", "H", "H", "C", "C", "H", "H", "H", "H", "H", "C", "C", "H", "H", "H", "H", "H", "C", "C", "H", "H", "H", "H", "H", "C", "N", "C", "N", "C", "N", "C", "P", "C", "C", "H", "H", "H", "H", "H", "H", "H", "H", "H", "H", "H", "H"], "xyz": [[6.63, -0.18, -4.57], [6.15, -1.05, -3.68], [4.78, -1.20, -3.47], [3.84, -0.48, -4.26], [4.39, 0.50, -5.12], [5.79, 0.59, -5.26], [2.41, -0.73, -3.95], [0.01, -0.19, -3.51], [-2.51, -0.93, -2.24], [2.02, -0.35, -2.61], [1.67, -1.32, -1.53], [1.07, -2.56, -1.86], [0.60, -3.41, -0.85], [0.82, -3.11, 0.51], [1.48, -1.90, 0.81], [1.85, -1.00, -0.18], [0.20, -4.18, 1.87], [1.92, -1.47, -4.65], [2.53, 0.56, -2.27], [4.44, -1.87, -2.69], [3.76, 1.22, -5.67], [6.86, -1.65, -3.11], [6.25, 1.30, -5.95], [0.91, -2.80, -2.92], [2.36, -0.06, 0.05], [0.01, -4.30, -1.10], [1.69, -1.63, 1.86], [-1.33, 2.32, -1.38], [-2.52, -2.70, -1.73], [-3.83, -3.44, -1.76], [-2.09, -2.69, -0.71], [-1.79, -3.19, -2.40], [-3.62, -4.48, -1.50], [-4.55, -3.09, -1.02], [-4.29, -3.44, -2.74], [-4.05, -0.66, -3.27], [-5.46, -0.79, -2.73], [-3.92, -1.35, -4.11], [-3.92, 0.36, -3.66], [-6.16, -0.68, -3.57], [-5.68, -1.76, -2.27], [-5.73, 0.00, -2.01], [-3.17, -0.12, -0.69], [-4.10, -0.84, 0.29], [-3.68, 0.79, -1.07], [-2.26, 0.19, -0.15], [-4.41, -0.09, 1.03], [-5.02, -1.22, -0.17], [-3.59, -1.65, 0.83], [-2.05, 2.67, 0.30], [-1.85, 4.06, 0.86], [-1.64, 1.91, 0.98], [-3.12, 2.45, 0.22], [-0.80, 4.25, 1.12], [-2.16, 4.83, 0.15], [-2.45, 4.18, 1.76], [-2.25, 3.61, -2.32], [-1.78, 3.83, -3.75], [-2.19, 4.56, -1.76], [-3.30, 3.28, -2.33], [-0.82, 4.36, -3.78], [-1.69, 2.88, -4.30], [-2.51, 4.46, -4.28], [0.36, 3.06, -1.17], [1.10, 2.47, 0.03], [0.24, 4.16, -1.11], [0.89, 2.82, -2.11], [2.16, 2.33, -0.23], [1.06, 3.13, 0.91], [0.72, 1.48, 0.33], [0.44, -1.10, 6.57], [1.57, -1.89, 6.00], [2.85, -1.25, 6.35], [2.91, 0.16, 5.93], [1.78, 0.91, 6.51], [0.48, 0.31, 6.15], [0.17, 0.47, 4.74], [1.43, -0.42, 3.67], [1.43, -2.07, 4.56], [2.96, 0.30, 4.48], [0.53, -1.13, 7.66], [-0.51, -1.56, 6.25], [3.67, -1.81, 5.87], [2.96, -1.27, 7.44], [1.81, 1.95, 6.15], [1.88, 0.88, 7.60], [-0.82, 0.07, 4.50], [0.19, 1.53, 4.46], [2.24, -2.70, 4.17], [0.49, -2.59, 4.32], [3.03, 1.35, 4.18], [3.84, -0.23, 4.07]], "lowdin_charge": [0.115, -0.076, 0.006, -0.201, 0.024, -0.069, -0.120, 1.415, 0.900, -0.361, -0.291, -0.060, -0.088, -0.668, -0.118, -0.022, 0.941, 0.128, 0.134, 0.119, 0.125, 0.137, 0.138, 0.113, 0.120, 0.130, -0.019, 1.012, -0.394, -0.102, 0.079, 0.071, 0.107, 0.069, 0.091, -0.364, -0.104, 0.093, 0.085, 0.111, 0.065, 0.086, -0.452, -0.100, 0.062, 0.023, 0.101, 0.067, 0.088, -0.388, -0.098, 0.075, 0.085, 0.070, 0.077, 0.106, -0.376, -0.130, 0.094, 0.099, 0.085, 0.055, 0.102, -0.379, -0.151, 0.114, 0.066, 0.079, 0.084, 0.044, -0.113, -0.109, -0.110, 0.015, -0.111, -0.108, -0.303, 1.055, -0.327, -0.255, 0.153, 0.148, 0.153, 0.159, 0.151, 0.159, 0.104, 0.096, 0.102, 0.063, 0.109, 0.114], "e_homo_ev": [-18.454, -18.142], "homo_lumo_gap_ev": [3.7, 4.6], "e_tot_ha": -5220.6692, "charge": 4, "de_lowest_kj_mol": 0.0}

***

Entry 2:
{"formula": "C31H52BrN5P2Zn", "method": "ωB97M-V/def2-TZVPD", "symbols": ["N", "C", "C", "C", "C", "C", "C", "Zn", "P", "C", "C", "C", "C", "C", "C", "C", "Br", "H", "H", "H", "H", "H", "H", "H", "H", "H", "H", "P", "C", "C", "H", "H", "H", "H", "H", "C", "C", "H", "H", "H", "H", "H", "C", "C", "H", "H", "H", "H", "H", "C", "C", "H", "H", "H", "H", "H", "C", "C", "H", "H", "H", "H", "H", "C", "C", "H", "H", "H", "H", "H", "C", "N", "C", "N", "C", "N", "C", "N", "C", "C", "H", "H", "H", "H", "H", "H", "H", "H", "H", "H", "H", "H"], "xyz": [[7.96, -4.02, -4.41], [7.86, -4.02, -3.08], [6.78, -3.37, -2.43], [5.77, -2.72, -3.21], [5.95, -2.72, -4.62], [7.05, -3.40, -5.18], [4.59, -2.16, -2.51], [0.18, 0.90, 0.50], [-4.91, -0.86, 0.43], [3.39, -1.95, -3.12], [2.22, -1.64, -2.35], [0.90, -1.95, -2.71], [-0.05, -2.21, -1.70], [0.43, -2.53, -0.40], [1.61, -1.81, -0.04], [2.45, -1.26, -0.99], [-0.39, -3.44, 1.03], [4.70, -2.10, -1.41], [3.23, -2.25, -4.16], [6.77, -3.41, -1.35], [5.26, -2.21, -5.29], [8.66, -4.53, -2.52], [7.21, -3.43, -6.27], [0.77, -2.04, -3.83], [3.35, -0.68, -0.75], [-1.13, -2.17, -1.94], [1.91, -1.91, 0.99], [-0.61, 2.32, -1.06], [-4.35, -2.52, 1.04], [-5.39, -3.65, 0.76], [-4.24, -2.45, 2.14], [-3.36, -2.77, 0.64], [-5.12, -4.59, 1.26], [-6.38, -3.35, 1.11], [-5.50, -3.85, -0.32], [-4.50, -0.76, -1.33], [-5.69, -0.47, -2.29], [-4.07, -1.73, -1.63], [-3.74, 0.02, -1.48], [-5.40, -0.67, -3.33], [-6.56, -1.09, -2.07], [-6.02, 0.57, -2.23], [-4.33, 0.66, 1.32], [-5.25, 1.31, 2.40], [-4.25, 1.41, 0.49], [-3.30, 0.50, 1.73], [-4.90, 2.34, 2.61], [-6.28, 1.39, 2.03], [-5.28, 0.74, 3.34], [-1.00, 3.84, -0.09], [-0.65, 5.18, -0.74], [-0.48, 3.73, 0.88], [-2.07, 3.78, 0.13], [0.36, 5.52, -0.47], [-0.71, 5.16, -1.83], [-1.35, 5.93, -0.38], [-2.03, 2.13, -2.19], [-1.72, 1.77, -3.64], [-2.62, 3.07, -2.11], [-2.67, 1.35, -1.74], [-1.35, 2.65, -4.18], [-0.97, 0.99, -3.74], [-2.64, 1.43, -4.13], [0.92, 2.79, -1.95], [2.07, 3.11, -0.98], [0.66, 3.63, -2.59], [1.17, 1.91, -2.56], [3.04, 2.88, -1.43], [2.04, 4.17, -0.66], [2.07, 2.52, -0.04], [0.86, -0.86, 3.23], [0.41, 0.44, 2.63], [1.51, 1.45, 2.76], [2.02, 1.60, 4.12], [2.50, 0.27, 4.60], [1.39, -0.71, 4.61], [0.34, -0.22, 5.49], [-0.21, 1.06, 4.99], [-0.72, 0.87, 3.60], [0.91, 2.04, 4.99], [1.69, -1.28, 2.66], [0.01, -1.55, 3.28], [1.13, 2.45, 2.45], [2.36, 1.14, 2.11], [2.88, 0.38, 5.62], [3.30, -0.08, 3.93], [-0.46, -0.98, 5.54], [0.78, -0.05, 6.48], [-1.16, 1.82, 3.27], [-1.47, 0.07, 3.62], [1.27, 2.13, 6.01], [0.54, 3.00, 4.63]], "lowdin_charge": [0.056, -0.122, -0.009, -0.198, -0.015, -0.117, -0.014, 0.867, 0.950, -0.038, -0.250, -0.018, -0.095, -0.668, -0.197, -0.075, 0.850, 0.116, 0.124, 0.104, 0.101, 0.119, 0.119, 0.149, 0.119, 0.113, 0.064, 0.889, -0.442, -0.157, 0.074, 0.015, 0.076, 0.066, 0.066, -0.454, -0.152, 0.076, 0.017, 0.070, 0.069, 0.067, -0.456, -0.156, 0.061, 0.039, 0.067, 0.070, 0.071, -0.381, -0.110, 0.064, 0.093, 0.079, 0.080, 0.095, -0.358, -0.108, 0.112, 0.042, 0.084, 0.069, 0.092, -0.375, -0.119, 0.096, 0.088, 0.100, 0.085, 0.028, -0.177, -0.145, -0.227, -0.075, -0.125, -0.078, -0.148, -0.066, -0.122, -0.133, 0.097, 0.100, 0.120, 0.129, 0.142, 0.136, 0.140, 0.142, 0.125, 0.129, 0.137, 0.130], "e_homo_ev": -11.654, "homo_lumo_gap_ev": 4.6, "e_tot_ha": -6521.5711, "charge": 2, "de_lowest_kj_mol": 201.0}